# 1
ORCA calculation (the ωB97M-V functional and the def2-TZVPD basis) on a molecular structure, C33H52B2GeN6O7Pb in a non-equilibrium geometry.

Values from the calculation:
Net charge: +1
LUMO (alpha / beta) in eV: -6.7 / -6.5
<S²>: 0.763
Energy above the lowest of the compared OMol25 structures with the same formula, charge and spin in eV: 5.120
Molar mass in g/mol: 946.25
2S+1: 2
Electronic energy in eV: -121447.5108
Highest occupied orbital energy (alpha / beta) in eV: -10.2867 / -9.9986

Atoms and positions in Å:
Pb  -0.479  -0.975  0.959
C  -3.441  2.624  -1.919
C  -2.772  1.255  -1.970
C  -3.762  0.188  -2.376
C  -1.531  1.259  -2.852
O  -2.298  0.966  -0.564
Ge  -3.436  0.967  0.842
O  -2.360  1.442  2.246
C  -2.295  2.719  3.045
C  -3.690  3.122  3.434
C  -1.683  3.780  2.128
C  -1.402  2.390  4.226
O  -3.586  -0.817  1.116
C  -4.711  -1.516  1.841
C  -5.980  -1.162  1.050
C  -4.815  -1.002  3.271
C  -4.329  -2.988  1.765
H  -3.642  2.991  -2.937
H  -4.372  2.614  -1.335
H  -2.768  3.387  -1.497
H  -4.271  0.457  -3.303
H  -3.227  -0.765  -2.539
H  -4.545  0.024  -1.625
H  -1.792  1.642  -3.864
H  -0.796  1.942  -2.399
H  -1.099  0.257  -2.927
H  -4.337  3.283  2.571
H  -4.146  2.368  4.091
H  -3.743  4.048  4.023
H  -2.280  3.881  1.232
H  -1.699  4.725  2.652
H  -0.643  3.542  1.861
H  -1.831  1.568  4.861
H  -0.436  2.005  3.830
H  -1.171  3.248  4.892
H  -6.139  -0.070  1.086
H  -5.822  -1.493  0.028
H  -6.854  -1.632  1.546
H  -5.102  0.046  3.186
H  -5.591  -1.593  3.751
H  -3.867  -1.135  3.791
H  -4.471  -3.347  0.749
H  -3.287  -3.118  2.071
H  -4.960  -3.653  2.384
C  -0.395  -2.455  5.552
C  -0.946  -2.655  4.245
N  -0.071  -2.280  3.315
N  1.038  -1.764  3.997
C  0.868  -1.916  5.318
B  2.415  -1.361  3.417
N  2.730  -2.190  2.168
C  3.744  -3.064  2.121
C  3.701  -3.823  0.934
C  2.579  -3.293  0.264
N  1.951  -2.341  0.977
N  2.396  0.127  2.980
C  3.275  1.085  3.353
C  3.156  2.193  2.509
C  2.112  1.850  1.633
N  1.679  0.592  1.872
H  -0.884  -2.692  6.502
H  -1.940  -2.965  3.974
H  1.634  -1.546  5.981
H  3.240  -1.521  4.260
H  4.442  -3.097  2.940
H  4.377  -4.608  0.667
H  2.209  -3.603  -0.720
H  3.958  0.797  4.154
H  3.693  3.137  2.524
H  1.650  2.432  0.848
C  4.745  3.110  -5.190
C  5.143  1.645  -4.919
C  5.636  1.002  -6.213
C  6.313  1.666  -3.920
C  3.936  0.889  -4.326
C  3.491  -0.289  -4.942
C  2.532  -1.128  -4.356
C  2.014  -0.735  -3.173
O  1.187  -1.443  -2.275
B  1.077  -0.657  -1.104
O  1.757  0.536  -1.270
C  2.377  0.491  -2.563
C  3.313  1.339  -3.111
H  5.589  3.576  -5.725
H  4.569  3.668  -4.255
H  3.836  3.182  -5.815
H  6.512  1.534  -6.544
H  4.924  1.086  -7.056
H  5.928  -0.055  -6.117
H  7.104  2.345  -4.295
H  6.715  0.651  -3.770
H  6.033  2.070  -2.931
H  3.967  -0.608  -5.854
H  2.222  -2.076  -4.741
H  3.595  2.296  -2.678
C  -1.909  -4.069  -2.218
O  -1.815  -2.786  -1.514
C  -1.144  -2.798  -0.414
O  -0.900  -3.863  0.173
H  -1.523  -3.940  -3.217
H  -2.978  -4.295  -2.245
H  -1.397  -4.855  -1.631

Atom charges from the Löwdin analysis, given in e for atoms 1 to 8: 1.499, -0.052, -0.627, -0.027, -0.006, -0.301, 1.001, -0.277

=====

# 2
ORCA calculation (the ωB97M-V functional and the def2-TZVPD basis) on 4 unconnected molecules or ions with the total composition C33H52Br2Cl2F4N3O13P in a non-equilibrium geometry.

Values from the calculation:
LUMO in eV: -1.4
Molar mass in g/mol: 1036.47
Electronic energy in eV: -251430.9183
Highest occupied orbital energy in eV: -7.7852

Atoms and positions in Å:
C  6.953  0.756  -0.393
C  6.423  2.182  -0.963
C  7.574  3.208  -1.423
C  5.010  2.463  -1.069
C  4.125  1.392  -1.854
C  2.517  1.632  -1.697
C  2.120  2.022  -0.198
C  2.697  1.045  0.939
C  0.514  2.244  0.015
C  -0.266  0.898  -0.296
C  -1.864  0.919  -0.222
N  -2.261  -0.411  0.435
C  -3.699  -0.542  0.496
N  -4.434  -1.475  -0.152
C  -3.752  -2.538  -0.998
C  -4.756  -3.382  -1.899
O  -5.191  -2.897  -2.954
F  -5.205  -4.664  -1.510
P  -6.206  -1.574  -0.112
O  -6.538  -2.875  0.676
N  -4.319  0.504  1.286
C  -4.169  1.757  0.501
C  -4.957  1.634  -0.883
O  -6.246  1.550  -0.787
O  -4.420  1.652  -2.140
C  -2.593  2.183  0.329
C  -2.204  2.624  1.867
C  -1.498  1.508  2.745
C  -1.334  1.985  4.288
F  -2.530  2.519  4.846
Br  -0.944  0.285  5.305
C  -0.068  2.947  4.533
F  1.010  2.741  3.640
F  0.446  2.637  5.845
Br  -0.687  4.832  4.513
C  -2.626  3.549  -0.439
Cl  -3.446  4.945  0.489
C  -2.165  3.955  -1.697
C  -2.295  5.478  -2.233
Cl  -1.393  2.773  -2.799
H  6.943  -0.010  -1.259
H  8.053  0.821  -0.064
H  6.267  0.339  0.423
H  8.593  2.725  -1.254
H  7.451  4.214  -0.899
H  7.452  3.326  -2.563
H  4.592  3.434  -0.630
H  4.403  1.280  -2.954
H  4.344  0.368  -1.362
H  2.214  2.432  -2.459
H  2.041  0.648  -2.066
H  2.575  3.066  0.006
H  3.434  0.258  0.567
H  1.880  0.523  1.567
H  3.276  1.697  1.694
H  0.435  2.603  1.111
H  0.249  3.147  -0.625
H  0.115  0.083  0.433
H  0.036  0.525  -1.341
H  -2.241  0.732  -1.302
H  -1.754  -1.194  0.026
H  -2.875  -2.073  -1.554
H  -3.309  -3.276  -0.223
H  -6.848  -0.508  0.587
H  -6.799  -1.589  -1.436
H  -5.258  0.312  1.628
H  -4.731  2.566  1.107
H  -3.119  2.996  2.450
H  -1.438  3.481  1.729
H  -0.467  1.160  2.413
H  -2.185  0.582  2.804
H  -1.795  6.207  -1.487
H  -1.797  5.601  -3.248
H  -3.404  5.800  -2.249
C  11.233  -1.841  -2.345
O  10.343  -1.652  -1.246
C  10.626  -2.408  -0.171
O  11.536  -3.196  -0.079
O  9.719  -2.135  0.785
C  9.900  -2.874  1.992
H  10.910  -1.182  -3.152
H  12.254  -1.570  -2.066
H  11.191  -2.872  -2.703
H  10.868  -2.644  2.443
H  9.805  -3.946  1.806
H  9.116  -2.573  2.687
C  -7.195  -1.901  -9.146
O  -7.268  -1.109  -7.963
C  -6.419  -1.491  -6.992
O  -5.640  -2.412  -7.053
O  -6.590  -0.670  -5.945
C  -5.746  -0.960  -4.829
H  -7.920  -1.504  -9.858
H  -6.201  -1.836  -9.594
H  -7.455  -2.940  -8.932
H  -4.694  -0.857  -5.105
H  -5.947  -1.955  -4.447
H  -5.968  -0.236  -4.043
C  -1.278  -6.865  6.863
O  -1.788  -5.704  7.515
C  -2.009  -4.664  6.694
O  -1.815  -4.647  5.503
O  -2.484  -3.646  7.431
C  -2.765  -2.465  6.682
H  -1.139  -7.638  7.620
H  -1.989  -7.234  6.120
H  -0.311  -6.655  6.402
H  -3.535  -2.659  5.932
H  -1.857  -2.080  6.213
H  -3.142  -1.711  7.375

Atom charges from the Löwdin analysis, given in e for atoms 1 to 8: -0.085, -0.274, -0.084, -0.099, -0.193, -0.178, -0.334, -0.074